The molecule C3H8N2O2 at a distorted geometry, computed with ωB97M-V/def2-TZVPD.

```
15
Properties=species:S:1:pos:R:3:forces:R:3
N 2.280762 0.951432 -0.071560 -0.0040 0.0522 0.3275
C 0.926485 0.812717 -0.183758 0.2756 0.0921 0.9099
O 0.169171 1.722392 0.096147 0.2894 0.2126 0.1994
N 0.559578 -0.438532 -0.723417 0.2293 0.9254 -1.0897
C -0.836897 -0.874300 -0.468996 -0.3746 0.2221 0.2695
C -1.288025 -0.715239 1.019208 0.3057 -0.5714 -0.5910
O -1.782171 0.564052 1.265699 -0.1498 0.2392 0.2171
H 2.498971 1.505373 0.741920 0.4169 0.3675 -0.2856
H 2.819437 0.106602 -0.174577 -0.0878 -0.0499 0.1531
H 0.701798 -0.027355 -1.680824 -0.5492 -1.8596 -0.0136
H -0.932937 -1.920506 -0.796374 0.1988 0.3791 0.1111
H -1.533057 -0.257426 -1.040979 -0.1401 -0.1446 -0.0839
H -0.466194 -0.984833 1.711815 -0.0643 0.0452 -0.2620
H -2.106415 -1.421332 1.216676 0.2206 0.0868 -0.1506
H -1.121977 1.173014 0.868657 -0.5666 0.0034 0.2890
```
Forces are in eV/Å.

The value obtained for the HOMO energy is -9.67 eV. As for the frontier orbital gap: 10.39 eV. The maximum force comes out at 1.94 eV/Å.